1.
50
Properties=species:S:1:pos:R:3 method="wB97M-V/def2-TZVPD" max_force_ev_per_a=4.63 total_charge=0 orbital_gap_ev=8.1 relative_energy_kj_mol=236.9 spin_multiplicity=1 homo_energy_ev=-8.0 total_energy_ha=-1639.2873
C -4.195 0.300 1.392
C -3.034 -0.662 1.177
N -3.440 -2.106 1.053
N -4.640 -2.685 1.367
C -4.572 -3.784 0.634
C -3.341 -3.973 0.016
C -2.602 -2.941 0.376
N -1.310 -2.789 -0.119
C -0.298 -2.190 0.661
N 0.461 -1.349 0.032
C 1.220 -0.637 0.848
C 2.132 0.448 0.407
C 1.783 1.143 -0.703
C 2.524 2.293 -1.177
C 3.682 2.741 -0.374
N 4.348 3.921 -0.647
C 5.536 4.503 -0.133
N 5.935 5.657 -0.599
C 5.008 5.865 -1.618
C 5.061 6.894 -2.625
C 3.989 4.850 -1.654
C 3.977 1.931 0.858
F 4.947 2.383 1.713
C 3.294 0.742 1.183
C 0.950 -0.873 2.177
S -0.169 -2.127 2.370
C -3.273 -5.195 -0.880
C -4.446 -5.946 -0.377
C -5.466 -4.902 0.264
H -4.405 0.238 2.505
H -3.919 1.372 1.167
H -5.010 0.068 0.609
H -2.349 -0.358 0.287
H -2.443 -0.542 2.066
H -1.273 -2.667 -1.139
H 0.861 0.929 -1.110
H 2.068 2.984 -1.911
H 6.170 4.034 0.673
H 4.256 6.863 -3.382
H 5.974 6.684 -3.221
H 5.037 7.822 -2.186
H 3.196 4.877 -2.413
H 3.571 0.132 2.011
H 1.321 -0.268 3.036
H -3.472 -4.964 -1.922
H -2.221 -5.607 -0.700
H -4.944 -6.458 -1.288
H -4.219 -6.724 0.350
H -6.351 -4.688 -0.347
H -5.910 -5.239 1.291



2.
39
Properties=species:S:1:pos:R:3 method="wB97M-V/def2-TZVPD" max_force_ev_per_a=13.89 total_charge=-2 orbital_gap_ev=7.8 relative_energy_kj_mol=1202.4 spin_multiplicity=1 homo_energy_ev=-3.8 total_energy_ha=-5216.3120
K 0.504 0.091 -0.915
C -0.899 -3.997 -1.287
F -1.235 -3.581 -2.460
F -1.731 -4.916 -0.942
F 0.374 -4.334 -1.419
S -1.124 -2.485 -0.094
O -0.497 -2.841 1.196
O -0.466 -1.359 -0.752
O -2.597 -2.341 0.083
C 4.050 -0.302 0.494
F 3.539 0.722 -0.165
F 5.056 -0.847 -0.129
F 4.507 0.182 1.696
S 2.680 -1.730 0.877
O 2.812 -2.613 -0.324
O 3.114 -2.345 2.143
N 1.181 -0.883 0.942
S 0.733 -0.805 2.357
O 0.646 -2.055 3.165
O 1.450 0.296 3.049
C -1.186 -0.228 2.194
F -1.949 -1.311 2.367
F -1.539 0.733 3.085
F -1.466 0.184 0.882
C -2.173 1.907 -3.333
F -3.374 2.301 -3.767
F -1.724 0.736 -3.971
F -1.385 3.048 -3.552
S -2.366 1.559 -1.418
O -3.358 2.516 -0.878
O -2.900 0.188 -1.502
N -0.705 1.624 -0.817
S -0.785 2.989 -0.002
O -1.195 4.139 -0.804
O -1.493 2.793 1.306
C 1.079 3.201 0.507
F 1.864 3.603 -0.440
F 1.089 4.069 1.487
F 1.468 2.093 1.136



3.
14
Properties=species:S:1:pos:R:3 method="wB97M-V/def2-TZVPD" max_force_ev_per_a=3.86 total_charge=0 orbital_gap_ev=8.8 relative_energy_kj_mol=440.1 spin_multiplicity=1 homo_energy_ev=-8.0 total_energy_ha=-709.1442
C -0.221 -0.023 1.677
C 0.064 -0.216 -1.998
C -0.041 0.360 0.258
N 2.027 1.117 -0.133
O -0.009 -0.590 -0.666
Cl 2.676 -0.342 0.455
H 0.470 -0.907 1.835
H 0.115 0.650 2.476
H -1.258 -0.298 1.847
H 0.441 -1.105 -2.579
H 0.812 0.564 -2.108
H -0.910 0.031 -2.399
H -0.558 1.174 -0.179
H 2.169 1.894 0.468



4.
91
Properties=species:S:1:pos:R:3 method="wB97M-V/def2-TZVPD" max_force_ev_per_a=2.99 total_charge=+1 orbital_gap_ev="6.2 / 6.4" relative_energy_kj_mol=8.4 spin_multiplicity=2 homo_energy_ev="-9.3 / -9.5" total_energy_ha=-3232.9670
Ce -0.177 0.942 0.704
C -1.675 4.072 2.217
C -0.581 4.452 1.239
N -0.577 3.568 0.059
C -1.726 3.748 -0.840
C -2.918 2.875 -0.499
C -4.195 3.270 -0.872
C -5.262 2.438 -0.580
C -5.026 1.261 0.113
C -3.726 0.944 0.470
C -3.419 -0.294 1.284
N -2.277 -0.072 2.183
C -2.638 0.629 3.429
C -2.756 2.129 3.233
N -1.549 2.664 2.593
N -2.689 1.724 0.139
H -2.651 4.209 1.745
H -1.635 4.744 3.080
H 0.390 4.343 1.728
H -0.704 5.501 0.950
H 0.253 3.805 -0.471
H -1.402 3.481 -1.847
H -2.055 4.792 -0.864
H -4.344 4.213 -1.381
H -6.268 2.716 -0.865
H -5.840 0.600 0.383
H -3.157 -1.103 0.602
H -4.318 -0.589 1.833
H -1.901 -0.975 2.455
H -1.849 0.431 4.152
H -3.579 0.245 3.838
H -2.944 2.598 4.204
H -3.608 2.365 2.591
H -0.778 2.570 3.252
S 0.689 0.138 3.248
C 1.231 -1.370 2.581
N 0.915 -2.525 3.224
N 1.650 -3.561 2.927
C 1.123 -4.860 2.916
C -0.250 -5.079 2.944
C -0.732 -6.375 2.876
C 0.143 -7.450 2.782
C 1.514 -7.221 2.755
C 2.007 -5.931 2.823
N 1.935 -1.548 1.432
N 1.825 -0.692 0.445
C 2.381 -1.173 -0.765
C 2.534 -0.261 -1.813
C 3.077 -0.662 -3.024
C 3.464 -1.982 -3.212
C 3.300 -2.896 -2.177
C 2.767 -2.500 -0.961
H 2.512 -3.391 2.409
H -0.919 -4.232 3.003
H -1.801 -6.546 2.875
H -0.240 -8.460 2.730
H 2.202 -8.052 2.680
H 3.076 -5.748 2.815
H 2.244 0.768 -1.671
H 3.206 0.060 -3.822
H 3.888 -2.294 -4.158
H 3.591 -3.929 -2.317
H 2.629 -3.214 -0.163
C 4.924 2.892 0.339
C 4.436 2.241 1.459
C 3.077 1.994 1.547
N 2.205 2.319 0.583
C 2.697 2.935 -0.498
C 4.031 3.255 -0.659
H 5.979 3.113 0.241
H 5.091 1.929 2.261
H 2.664 1.503 2.416
H 1.993 3.162 -1.295
H 4.360 3.770 -1.551
F 0.779 2.067 -5.962
C 0.495 0.831 -5.475
C -0.407 0.707 -4.530
N -0.694 -0.521 -3.975
C -1.588 -0.628 -2.838
C -0.950 -0.099 -1.576
O -1.059 -0.781 -0.510
O -0.354 1.026 -1.612
C -0.016 -1.677 -4.350
O -0.194 -2.742 -3.800
N 0.841 -1.501 -5.398
C 1.218 -0.310 -6.011
O 2.054 -0.290 -6.863
H -0.944 1.562 -4.147
H -1.834 -1.675 -2.693
H -2.499 -0.054 -3.029
H 1.318 -2.337 -5.711



5.
16
Properties=species:S:1:pos:R:3 method="wB97M-V/def2-TZVPD" max_force_ev_per_a=1.81 total_charge=0 orbital_gap_ev=10.0 relative_energy_kj_mol=251.3 spin_multiplicity=1 homo_energy_ev=-9.2 total_energy_ha=-271.6569
C -0.381 -2.139 0.082
C -0.393 -0.814 0.035
C 0.709 -0.017 -0.629
C 1.737 0.310 0.467
H 0.136 -2.731 -0.656
H -0.913 -2.627 0.892
H -1.331 -0.544 0.494
H 1.179 -0.680 -1.369
H 0.430 0.897 -1.166
H 2.026 -0.611 0.983
H 1.298 0.977 1.219
H 2.639 0.785 0.067
C -1.783 1.804 -0.102
O -1.876 1.275 -1.179
H -0.852 2.300 0.243
H -2.623 1.813 0.617